Molecular formula: C5H8OS
Method: DFT, ωB97M-V/def2-TZVPD

- Kohn-Sham gap (eV) = 9.0
- calculated total energy (a.u.) = -668.63162
- LUMO energy (eV) = 0.89
- SMILES = CC1=CSCOC1

```
! RIJCOSX wB97M-V def2-TZVPD def2/J DEFGRID3
* xyz 0 1
C -0.3662 -1.5478 2.0615
C -0.1376 -0.6687 0.8909
C -1.0350 0.3744 0.7987
S -0.8552 1.2790 -0.8049
C 0.9528 0.9315 -0.9247
O 1.2129 -0.3465 -1.2431
C 0.9067 -1.0988 -0.1866
H -1.5181 -1.5340 2.4394
H 0.4133 -1.2122 2.8432
H -0.1931 -2.7125 1.8704
H -1.9691 0.5940 1.4970
H 1.3909 1.2352 -0.0627
H 1.4155 1.3421 -1.8312
H 0.6496 -2.1613 -0.2902
H 1.8667 -1.1869 0.5187
*
```